1.
# C54H126O27S2

11 unconnected molecules or ions with the total composition C54H126O27S2 at a distorted geometry (ωB97M-V with the def2-TZVPD basis set, the Open Molecules 2025 dataset).

For the total energy, the calculation gives -134977.7206 eV. The maximum force is 2.936 eV/A. The lowest unoccupied orbital energy comes out at 0.562 eV. Its SMILES is O=S1(=O)CCCC1.O=S1(=O)CCCC1.COCCOCCOC.COCCOCCOC.COCCOCCOC.COCCOCCOC.COCCOCCOC.COCCOC.COCCOC.COCCOC.COCCOC. The frontier orbital gap comes out at 9.855 eV. The HOMO energy comes out at -9.29 eV. The calculation puts the energy above the lowest of the compared OMol25 structures with the same formula, charge and spin at 165.3 kJ/mol.

XYZ file:
```
209
Properties=species:S:1:pos:R:3:mulliken_charge:R:1
O -2.2852 -2.4066 4.4970 -0.556
S -2.2387 -1.3915 5.5327 1.143
O -3.3721 -0.9735 6.3140 -0.719
C -0.8676 -1.7916 6.6644 -1.010
C 0.1213 -0.6093 6.6262 -0.130
C -0.5626 0.6237 5.9397 -0.626
C -1.4286 0.0166 4.8186 1.302
H -0.4685 -2.7062 6.1850 0.428
H -1.3112 -1.9293 7.6381 0.403
H 0.4820 -0.3297 7.5940 0.688
H 1.0744 -0.8591 6.1120 -0.385
H 0.2017 1.2987 5.5147 0.090
H -1.1286 1.2268 6.6726 0.472
H -0.8404 -0.5271 4.0568 -1.250
H -2.1776 0.7107 4.3720 0.029
O -5.8434 -1.9501 2.1560 -0.600
S -5.1464 -3.1895 2.3338 1.170
O -5.3192 -3.9788 3.5156 -0.760
C -5.5226 -4.1985 0.8412 -1.064
C -4.1682 -4.5196 0.2129 -0.504
C -3.3625 -3.1937 0.4216 1.745
C -3.4380 -2.9245 1.8925 -0.171
H -6.0440 -3.6141 0.0973 0.346
H -6.0758 -5.0764 1.0434 0.596
H -3.7645 -5.3444 0.7729 0.564
H -4.2455 -4.7370 -0.8865 -0.031
H -3.9048 -2.4069 -0.1626 -0.646
H -2.3351 -3.1279 0.0852 -0.851
H -3.1598 -1.9418 2.2403 -0.443
H -3.0647 -3.6775 2.5553 0.534
C 0.2812 -1.5140 -2.7968 1.332
O 1.0666 -1.4510 -3.9864 0.065
C 0.5220 -2.1732 -5.0706 0.685
C 1.4982 -2.1154 -6.1851 -1.335
O 1.5617 -0.8356 -6.7303 -0.268
C 0.8372 -0.7793 -7.9983 -0.465
C 0.3396 0.6042 -8.2970 -0.814
O -0.9907 0.7588 -7.8242 -0.193
C -1.5726 1.8996 -8.3615 -0.755
H -0.6109 -0.8774 -2.9290 -0.208
H 0.8770 -0.9694 -2.0392 -1.121
H -0.0274 -2.5395 -2.5850 -0.292
H -0.3735 -1.6914 -5.4712 0.042
H 0.3248 -3.2267 -4.7469 -0.035
H 1.2101 -2.8677 -6.9581 0.343
H 2.4778 -2.3752 -5.8692 0.425
H 0.0190 -1.5174 -8.1587 0.333
H 1.6272 -1.0369 -8.7480 0.355
H 0.3356 0.7691 -9.3594 0.540
H 0.9277 1.3795 -7.8423 0.347
H -2.4756 2.0963 -7.7534 0.180
H -1.8602 1.8184 -9.4293 0.303
H -0.8095 2.7360 -8.1770 0.331
C 7.3823 -2.5072 0.3182 -0.328
O 7.6755 -1.6048 1.3806 -0.476
C 6.5675 -1.5749 2.2627 0.173
C 6.3703 -0.1849 2.9093 -0.810
O 5.0880 -0.2169 3.6125 0.260
C 5.0757 0.8121 4.6021 -0.991
C 3.7829 0.6890 5.5013 -0.444
O 2.5389 0.6484 4.7598 -0.026
C 2.4942 1.5913 3.6848 -0.140
H 8.2626 -2.5491 -0.3216 0.299
H 6.5316 -2.0952 -0.2582 -0.067
H 7.2341 -3.4826 0.7270 0.309
H 6.7384 -2.3518 3.0402 0.149
H 5.6488 -1.7680 1.7783 0.197
H 6.2546 0.6305 2.1737 0.163
H 7.1936 0.0702 3.6274 0.401
H 4.9972 1.7675 4.0857 0.329
H 5.9806 0.7600 5.2472 0.531
H 3.7859 1.4562 6.2661 0.429
H 3.7608 -0.1884 6.1724 0.128
H 2.6742 2.6826 3.9528 0.387
H 1.5016 1.3976 3.2131 -0.686
H 3.2182 1.3971 2.8840 0.343
C 2.3497 3.3265 0.2418 -0.626
O 1.8800 2.6505 -0.8758 0.723
C 0.6537 3.0862 -1.4537 -0.552
C 0.3734 2.1450 -2.6682 1.372
O -1.0169 1.9851 -2.9500 0.730
C -1.2942 1.8475 -4.3229 -0.262
C -2.7569 1.4990 -4.5218 0.232
O -3.6530 2.5603 -4.6691 -0.599
C -3.7541 3.3222 -3.5239 0.017
H 1.6683 3.1035 1.0992 -0.250
H 2.2467 4.4095 0.1475 0.424
H 3.4322 3.0267 0.4328 0.163
H 0.6422 4.1050 -1.8114 0.060
H -0.1968 2.9832 -0.7465 -0.332
H 0.7916 1.1723 -2.4087 -1.699
H 0.8995 2.4946 -3.5388 0.557
H -0.7123 0.9950 -4.6652 0.123
H -1.0264 2.7157 -4.9114 0.386
H -2.9344 0.9087 -3.6251 -0.695
H -2.8672 0.8403 -5.4067 0.448
H -2.8687 3.9531 -3.3175 -0.020
H -4.0853 2.7216 -2.6854 -0.208
H -4.5615 4.0103 -3.6306 0.512
C 1.0399 -4.9125 -1.6113 -0.367
O 0.0438 -4.9662 -2.6239 -0.374
C -1.1830 -5.4936 -2.1981 -0.083
C -2.2140 -5.1183 -3.2063 -1.215
O -2.4894 -3.7184 -3.0263 0.516
C -3.4035 -3.1113 -3.9490 -1.423
C -3.9203 -1.8295 -3.3687 0.916
O -4.6208 -2.0105 -2.2065 -0.338
C -5.3009 -0.8295 -1.7894 -1.047
H 1.9220 -4.4143 -2.0754 0.153
H 1.2860 -5.9518 -1.2955 0.378
H 0.6143 -4.2736 -0.7846 -0.061
H -1.5487 -4.9259 -1.3409 -0.057
H -1.2528 -6.5975 -2.0488 0.398
H -3.0677 -5.7045 -2.8911 0.475
H -2.0109 -5.3340 -4.2234 0.482
H -4.2510 -3.7770 -4.1768 0.376
H -2.9761 -2.8682 -4.8933 0.441
H -4.4725 -1.3125 -4.1686 0.587
H -3.1045 -1.0934 -3.1991 -0.779
H -6.0912 -0.6354 -2.4738 0.655
H -4.8342 0.1596 -1.7006 0.186
H -5.7392 -1.0717 -0.8044 0.241
C -1.1198 3.5497 2.7213 -0.293
O -0.7125 4.4130 1.7103 -0.158
C -1.7647 5.2206 1.1940 0.317
C -1.0873 6.4912 0.7234 -1.160
O -0.5739 6.3753 -0.6238 -0.209
C -1.5812 6.6978 -1.5594 0.040
C -0.8801 7.2018 -2.8181 -1.046
O -0.1662 6.2134 -3.4207 -0.156
C 1.1595 6.5499 -3.7969 -0.943
H -1.9897 2.9487 2.5440 0.184
H -1.2814 4.1543 3.6247 0.539
H -0.2169 2.9117 2.8371 -0.300
H -2.4705 5.4516 2.0154 0.605
H -2.2822 4.6140 0.4227 -0.333
H -0.2164 6.6206 1.3477 0.445
H -1.7294 7.3487 0.8053 0.332
H -2.1299 7.6226 -1.2306 0.498
H -2.2956 5.8981 -1.7241 -0.085
H -0.2781 7.9863 -2.4625 0.549
H -1.6292 7.6531 -3.4782 0.347
H 1.7495 5.6397 -3.7928 0.150
H 1.7024 7.1584 -3.0744 0.410
H 1.2130 7.1285 -4.6625 0.402
C 4.9658 -5.8914 3.6816 -0.735
O 5.4215 -4.8373 4.4407 -0.291
C 4.3524 -4.0701 4.9919 -0.499
C 5.0113 -3.0576 5.8705 0.648
O 5.8035 -3.5775 6.8501 -0.487
C 7.2432 -3.7364 6.6700 -0.629
H 4.5411 -5.5210 2.7262 0.222
H 4.2046 -6.4911 4.2229 0.315
H 5.8340 -6.4914 3.3643 0.249
H 3.6646 -4.7299 5.5134 0.605
H 3.7660 -3.5977 4.1942 0.139
H 4.1130 -2.4966 6.3849 0.014
H 5.5487 -2.3249 5.2211 -0.373
H 7.7431 -3.6844 7.6241 0.288
H 7.6174 -2.9285 6.0768 0.250
H 7.4367 -4.6545 6.1485 0.245
C -5.3141 1.0221 3.9628 -0.545
O -5.2953 1.9550 2.8544 -0.267
C -6.4908 1.7596 2.0644 -0.115
C -6.6611 2.8719 1.1152 -0.719
O -5.4823 3.0435 0.3773 0.009
C -5.4780 4.1799 -0.4506 -0.300
H -6.1828 1.2461 4.6342 0.417
H -4.3379 1.0638 4.4636 -0.010
H -5.4258 0.0413 3.5693 0.179
H -7.4325 1.5322 2.6122 0.505
H -6.3357 0.8546 1.4390 -0.075
H -6.6607 3.7556 1.7600 0.312
H -7.6140 2.7409 0.5796 0.317
H -4.4817 4.2177 -0.9087 -0.431
H -5.5880 5.1244 0.0750 0.388
H -6.2385 4.1450 -1.2629 0.354
C 4.8945 2.6251 -2.9064 -0.588
O 4.8988 1.4211 -2.2345 -0.330
C 3.8198 0.5854 -2.6758 0.020
C 4.0643 -0.8518 -2.1029 -0.747
O 4.1541 -0.9847 -0.6911 -0.310
C 3.0982 -0.3425 -0.0334 1.016
H 5.1749 2.4592 -4.0116 0.292
H 5.5916 3.2703 -2.4461 0.292
H 3.9038 3.1462 -2.9773 0.045
H 3.7817 0.4457 -3.7695 0.693
H 2.8563 0.9791 -2.3682 -0.373
H 4.9876 -1.2422 -2.4942 0.492
H 3.2910 -1.5268 -2.4934 0.141
H 3.3272 -0.4196 0.9799 -0.443
H 2.1819 -0.9378 -0.1442 -0.319
H 2.8705 0.6931 -0.3145 -0.287
C -2.6710 0.7268 0.5995 0.307
O -1.7441 0.0460 1.4187 1.047
C -0.8289 -0.6710 0.5869 0.345
C -0.0835 -1.7145 1.3963 -0.914
O 0.8301 -1.0780 2.2497 0.660
C 1.6618 -1.9724 2.9339 -1.119
H -2.1588 1.1732 -0.3250 0.020
H -3.1883 1.4525 1.2232 -0.273
H -3.4558 -0.0097 0.2703 -0.549
H -0.1543 0.0473 0.0637 -0.240
H -1.4415 -1.2198 -0.1183 -0.347
H 0.5233 -2.4459 0.7883 -0.293
H -0.7533 -2.3258 1.9739 0.678
H 1.0668 -2.3603 3.7660 0.287
H 2.5665 -1.4603 3.3274 -0.051
H 1.8868 -2.8336 2.2677 0.477
```

***

2.
# C18H26N3O7S2

2 unconnected molecules or ions with the total composition C18H26N3O7S2 at a distorted geometry (ωB97M-V with the def2-TZVPD basis set, the Open Molecules 2025 dataset).

For the total energy, the calculation gives -59552.2167 eV. The maximum force is 2.197 eV/A. The lowest unoccupied orbital energy comes out at -3.957 eV. Its charge is +1. The frontier orbital gap comes out at 8.158 eV. The HOMO energy comes out at -12.12 eV.

XYZ file:
```
56
Properties=species:S:1:pos:R:3:mulliken_charge:R:1
N -1.5161 -0.4262 0.9584 -0.191
C -0.9422 -0.4283 -0.2446 -0.444
N -1.4073 -1.0424 -1.3693 0.192
C -2.8001 -0.6090 -1.7148 -0.605
C -3.4101 -1.3563 -2.8969 -0.905
C -3.5648 -0.5783 -4.2086 -0.750
S -4.3015 1.0705 -4.0484 -0.179
C -0.3267 -0.9585 -2.3879 -0.217
S -0.2910 0.5364 -3.4807 -0.083
C 0.8769 -0.8302 -1.4436 -0.360
C 1.2738 -2.2025 -0.8752 -0.714
C 2.5834 -2.2503 -0.1071 0.234
O 2.7548 -1.7021 0.9312 -0.364
O 3.5438 -3.0607 -0.6449 -0.504
N 0.2525 0.1276 -0.5277 0.587
O 1.0225 0.5949 0.5214 0.112
C 0.7737 2.0059 0.6484 -0.055
O 0.1706 2.3753 1.5770 -0.419
C 1.3006 2.8596 -0.4246 0.534
C 0.3932 3.5167 -1.2574 -0.265
C 0.8299 4.3212 -2.3018 -0.799
C 2.1990 4.4671 -2.5078 -0.396
C 3.1182 3.8454 -1.6661 -0.756
C 2.6654 3.0413 -0.6280 -0.138
H -2.4089 -0.0148 1.1716 0.249
H -1.0356 -0.8992 1.7123 0.092
H -3.4001 -0.8469 -0.8408 0.494
H -2.8267 0.4739 -1.8178 0.467
H -2.7753 -2.2165 -3.1066 0.321
H -4.3776 -1.7529 -2.6123 0.398
H -2.6487 -0.5209 -4.7798 0.352
H -4.2532 -1.1403 -4.8315 0.437
H -3.1949 1.8199 -4.1283 0.114
H -0.2842 -1.8381 -3.0123 0.480
H -1.2280 1.3024 -2.9130 0.023
H 1.7834 -0.4283 -1.8781 0.547
H 1.3697 -2.8738 -1.7233 0.383
H 0.5236 -2.6379 -0.2156 0.424
H 3.9407 -2.6313 -1.4145 0.352
H -0.6664 3.3805 -1.0821 0.575
H 0.1109 4.8091 -2.9382 0.447
H 2.5288 5.0767 -3.3338 0.421
H 4.1702 3.9844 -1.8510 0.439
H 3.3935 2.5680 0.0159 0.490
C -0.2367 -2.8378 7.4473 -0.640
O -0.4316 -2.4107 6.0933 -0.338
C 0.5039 -1.5801 5.6438 0.676
O 1.4550 -1.1780 6.2540 -0.520
O 0.2021 -1.2622 4.3774 -0.247
C 1.1324 -0.3674 3.7605 -0.140
H -1.0620 -3.5030 7.6813 0.225
H 0.7027 -3.3769 7.5467 0.300
H -0.2552 -1.9859 8.1234 0.301
H 2.1257 -0.8085 3.7125 0.330
H 1.1642 0.5836 4.2890 0.338
H 0.7791 -0.2042 2.7487 -0.307
```